C45H120O15 | ωB97M-V with the def2-TZVPD basis set

Cartesian coordinates (Å):
C1 -2.2192 3.5800 -4.1838
C2 -2.2970 2.6536 -2.9471
C3 -3.2781 1.5645 -3.2829
O1 -1.0757 2.0410 -2.8520
H1 -3.1601 4.1219 -4.2791
H2 -1.9577 3.1138 -5.1338
H3 -1.5179 4.4059 -4.0644
H4 -2.5550 3.1780 -2.0270
H5 -2.9055 0.9942 -4.1338
H6 -4.2670 1.9603 -3.5142
H7 -3.4604 0.8210 -2.5070
H8 -1.1755 1.2604 -2.3023
C4 -0.0079 -0.7888 -3.2591
C5 -1.4424 -0.3030 -3.1272
C6 -2.4922 -1.4084 -2.9740
O2 -1.4250 0.4221 -1.9338
H9 0.7206 0.0219 -3.2700
H10 0.1492 -1.3943 -4.1518
H11 0.3293 -1.3381 -2.3801
H12 -1.7332 0.2756 -4.0040
H13 -2.4229 -2.1346 -3.7839
H14 -3.4895 -0.9686 -2.9702
H15 -2.3595 -2.0457 -2.0998
H16 -1.0881 -0.1492 -1.2397
C7 2.7641 0.0033 -2.5754
C8 2.5760 -1.4838 -2.3949
C9 3.2854 -2.3215 -3.4407
O3 3.1624 -1.9502 -1.2210
H17 3.8258 0.2498 -2.5909
H18 2.3514 0.5688 -1.7400
H19 2.1996 0.2468 -3.4755
H20 1.5117 -1.7099 -2.4597
H21 2.7668 -2.0398 -4.3572
H22 3.2676 -3.3997 -3.2821
H23 4.3195 -2.0307 -3.6256
H24 2.9409 -2.8788 -1.1196
C10 2.6285 2.8060 -0.8329
C11 2.4250 2.9274 0.6724
C12 3.0750 4.1539 1.3182
O4 1.0004 3.0803 0.7908
H25 3.6479 2.5108 -1.0815
H26 2.5206 3.7105 -1.4315
H27 1.9749 2.0325 -1.2362
H28 2.6706 1.9970 1.1843
H29 2.7213 4.2973 2.3392
H30 2.9509 5.0487 0.7081
H31 4.1526 3.9900 1.3201
H32 0.7684 3.8304 0.2385
C13 2.3153 -3.1973 0.8384
C14 3.0835 -4.3430 0.1257
C15 2.6313 -5.7090 0.6859
O5 2.7565 -4.3241 -1.2447
H33 2.4876 -2.2723 0.2881
H34 2.7662 -3.1037 1.8264
H35 1.2299 -3.2468 0.9255
H36 4.1687 -4.2588 0.1853
H37 2.9762 -5.8821 1.7053
H38 2.9133 -6.4635 -0.0485
H39 1.5439 -5.6963 0.7602
H40 3.2547 -5.0453 -1.6362
C16 -3.3991 -0.6418 -0.7783
C17 -4.4356 -1.2692 0.1473
C18 -5.5814 -0.3371 0.5140
O6 -4.9543 -2.4648 -0.4392
H41 -3.8668 -0.2148 -1.6654
H42 -2.6620 -1.3914 -1.0660
H43 -2.9514 0.1804 -0.2199
H44 -3.8974 -1.5767 1.0439
H45 -6.1394 -0.7291 1.3643
H46 -6.2943 -0.1039 -0.2769
H47 -5.1604 0.5389 1.0073
H48 -5.4461 -2.9543 0.2242
C19 -0.6257 2.4082 2.7482
C20 0.7824 2.7110 3.2844
C21 1.0344 2.2246 4.7180
O7 1.6536 2.1395 2.3589
H49 -0.7173 1.3260 2.6552
H50 -0.8131 2.9338 1.8119
H51 -1.3985 2.7469 3.4383
H52 0.9426 3.7867 3.2121
H53 0.5550 1.2612 4.8916
H54 0.6563 2.9557 5.4326
H55 2.0828 2.0954 4.9867
H56 1.5752 2.6208 1.5320
C22 -0.4793 6.0120 -1.6474
C23 -0.3024 5.0863 -0.3760
C24 -0.8904 3.6972 -0.6380
O8 1.0891 4.9068 -0.1909
H57 0.0679 5.5859 -2.4884
H58 -0.0986 7.0282 -1.5453
H59 -1.5362 6.0801 -1.9048
H60 -0.7443 5.4983 0.5312
H61 -0.5472 3.1937 -1.5417
H62 -1.9556 3.8069 -0.8417
H63 -0.8241 3.0257 0.2180
H64 1.4994 5.7706 -0.1070
C25 3.5354 -1.0744 3.0745
C26 2.6028 0.0912 2.7139
C27 1.1619 -0.4692 2.6444
O9 2.7794 1.0800 3.7040
H65 3.5704 -1.2112 4.1553
H66 4.5354 -0.9065 2.6745
H67 3.1748 -2.0366 2.7110
H68 2.7874 0.4995 1.7203
H69 0.9094 -1.0606 3.5246
H70 1.1526 -1.1558 1.7979
H71 0.3582 0.2323 2.4206
H72 2.2243 1.8136 3.4297
C28 6.1412 -0.3730 0.5562
C29 4.7634 -0.6533 -0.0960
C30 3.9052 0.6307 -0.0883
O10 4.9332 -1.1388 -1.4193
H73 6.0338 -0.2311 1.6316
H74 6.6073 0.5117 0.1225
H75 6.8335 -1.1924 0.3629
H76 4.2931 -1.3929 0.5519
H77 2.9079 0.4492 -0.4889
H78 4.4741 1.2598 -0.7728
H79 3.9101 1.1499 0.8701
H80 4.0287 -1.3548 -1.6576
C31 -1.4160 -0.4675 3.9600
C32 -2.6781 0.1020 3.2855
C33 -2.8788 -0.3013 1.8269
O11 -3.6988 -0.4315 4.0848
H81 -1.4907 -1.5544 3.9259
H82 -1.1952 -0.1308 4.9729
H83 -0.5930 -0.2384 3.2830
H84 -2.7461 1.1870 3.3646
H85 -3.7732 0.0609 1.3200
H86 -2.7107 -1.3631 1.6466
H87 -2.0685 0.2546 1.3551
H88 -3.3827 -0.2122 4.9643
C34 0.4025 -5.5013 -2.7258
C35 0.4043 -4.1426 -1.9898
C36 -0.9489 -3.3553 -2.0458
O12 0.7708 -4.3667 -0.6557
H89 0.1784 -5.3717 -3.7846
H90 -0.3575 -6.1311 -2.2635
H91 1.3285 -6.0545 -2.5691
H92 1.1507 -3.5077 -2.4672
H93 -1.1840 -3.0705 -3.0713
H94 -0.9497 -2.4373 -1.4581
H95 -1.7695 -3.9995 -1.7300
H96 1.6123 -4.8146 -0.5428
C37 -0.6434 -2.6719 2.2953
C38 -0.6751 -3.3037 0.9092
C39 -2.0979 -3.5054 0.3813
O13 0.2269 -2.6480 0.0787
H97 0.3840 -2.5501 2.6385
H98 -1.1932 -3.2806 3.0132
H99 -1.0248 -1.6510 2.2784
H100 -0.3263 -4.3142 1.1217
H101 -2.7767 -4.0169 1.0637
H102 -1.9867 -4.0943 -0.5292
H103 -2.5754 -2.5625 0.1147
H104 0.6078 -3.2373 -0.5763
C40 -3.7493 2.3686 2.0340
C41 -3.5829 3.0244 0.6395
C42 -3.6981 2.0365 -0.5165
O14 -4.5927 4.0325 0.5404
H105 -4.7987 2.0841 2.1104
H106 -3.4557 3.1595 2.7242
H107 -3.1435 1.4710 2.1582
H108 -2.6021 3.4996 0.6530
H109 -2.7604 1.4830 -0.5657
H110 -3.8981 2.4706 -1.4962
H111 -4.4957 1.2984 -0.4322
H112 -4.4027 4.7829 1.1082
C43 1.1110 -0.3650 0.0625
C44 -0.3407 -0.1544 0.3831
C45 -0.8852 1.2443 0.1028
O15 -1.1268 -1.0737 -0.3701
H113 1.7986 0.3379 0.5327
H114 1.2938 -0.3207 -1.0112
H115 1.4019 -1.3656 0.3824
H116 -0.5120 -0.4436 1.4199
H117 -0.7066 1.3391 -0.9683
H118 -0.3325 1.9898 0.6746
H119 -1.9599 1.3525 0.2497
H120 -0.8323 -1.9538 -0.1245

Results
Net charge = 0
E_HOMO = -8.303 eV
Multiplicity = 1
Energy relative to the best compared isomer or geometry (same formula, charge and spin) = 5520.8 kJ/mol